Record 1
{"formula": "C32H47MnNO2SSi3", "method": "ωB97M-V/def2-TZVPD", "e_homo_ha": [-0.24875, -0.26148], "multiplicity": 6, "s2": 8.759, "species": ["Mn", "S", "Si", "Si", "Si", "O", "O", "N", "C", "C", "C", "C", "C", "C", "C", "C", "C", "C", "C", "C", "C", "C", "C", "C", "C", "C", "C", "C", "C", "C", "C", "C", "C", "C", "C", "C", "C", "C", "C", "C", "H", "H", "H", "H", "H", "H", "H", "H", "H", "H", "H", "H", "H", "H", "H", "H", "H", "H", "H", "H", "H", "H", "H", "H", "H", "H", "H", "H", "H", "H", "H", "H", "H", "H", "H", "H", "H", "H", "H", "H", "H", "H", "H", "H", "H", "H", "H"], "coordinates": [[-0.694, 0.121, 0.151], [1.400, -0.313, -2.806], [-2.146, -2.023, -1.160], [-2.802, -1.270, 1.852], [-0.299, -3.269, 1.138], [0.744, 0.104, -1.543], [-2.286, -0.379, -1.596], [1.536, 4.223, 7.360], [3.508, 0.925, -1.622], [4.679, 1.128, 0.889], [3.333, 2.072, -0.856], [-2.094, -0.653, 3.521], [1.197, 3.788, 3.918], [1.263, 1.648, 5.050], [1.444, 3.696, 6.341], [-0.976, -2.798, -2.470], [-0.286, 2.574, -3.009], [1.310, -2.982, 0.123], [3.912, 2.171, 0.399], [-0.178, 3.950, -2.914], [1.306, 3.049, 5.106], [1.022, 3.144, 2.724], [1.114, 1.012, 3.847], [2.875, 0.818, -2.967], [0.968, 1.732, 2.636], [4.244, -0.136, -1.105], [-3.863, -2.790, -1.526], [-3.179, 0.078, -2.576], [0.822, 1.079, 1.383], [0.266, -3.262, 2.965], [-1.530, -1.939, 0.616], [-4.227, -2.502, 2.195], [0.286, 0.415, -4.128], [0.531, 4.661, -3.867], [1.117, 4.000, -4.933], [4.843, -0.023, 0.135], [-3.530, 0.350, 1.094], [0.997, 2.626, -5.041], [-0.982, -5.029, 0.805], [0.300, 1.898, -4.077], [-1.318, -5.115, -0.223], [-2.993, 1.136, -2.769], [0.624, 0.029, -5.088], [1.264, 0.060, 1.382], [-2.859, -0.156, 4.110], [-1.696, -1.461, 4.122], [-4.608, -2.949, 1.283], [-0.969, -3.877, -2.368], [1.455, 2.110, -5.875], [-1.289, -2.565, -3.485], [-0.497, -3.635, 3.638], [2.747, 2.892, -1.252], [-3.918, -3.805, -1.149], [-0.799, 2.013, -2.232], [1.309, -1.956, -0.250], [4.350, -1.042, -1.686], [1.355, 1.082, 5.968], [0.630, 5.731, -3.774], [0.045, -2.453, -2.348], [3.754, 3.055, 1.001], [5.443, -0.835, 0.515], [-1.297, 0.066, 3.348], [5.141, 1.211, 1.861], [0.936, 3.714, 1.810], [-3.063, -0.480, -3.510], [1.149, 1.711, 0.541], [3.527, 0.338, -3.693], [-0.688, 0.002, -3.868], [-4.074, -2.824, -2.593], [-0.646, 4.470, -2.093], [2.204, -3.109, 0.726], [-4.216, -0.034, -2.248], [1.274, 4.866, 3.960], [1.114, -0.067, 3.810], [-4.115, 0.146, 0.204], [-1.826, -5.246, 1.454], [2.555, 1.792, -3.328], [-0.235, -5.799, 0.976], [-2.704, 1.045, 0.811], [0.542, -2.269, 3.296], [-4.170, 0.881, 1.791], [-3.868, -3.310, 2.824], [1.675, 4.550, -5.676], [1.388, -3.653, -0.725], [1.136, -3.901, 3.087], [-5.061, -2.036, 2.711], [-4.653, -2.219, -1.049]], "lowdin_spin": [4.701, 0.010, 0.018, 0.017, 0.008, 0.043, 0.029, 0.002, 0.000, 0.000, 0.000, 0.004, 0.000, 0.000, 0.001, 0.001, 0.002, 0.003, 0.000, 0.000, 0.003, 0.003, 0.003, 0.002, 0.007, 0.000, 0.004, 0.005, 0.022, 0.000, 0.033, 0.004, 0.001, 0.000, 0.000, 0.000, 0.024, 0.000, 0.002, 0.000, 0.000, 0.000, 0.000, 0.010, 0.000, 0.000, 0.000, 0.000, 0.000, 0.000, 0.000, 0.000, 0.000, 0.003, 0.001, 0.000, 0.000, 0.000, 0.000, 0.000, 0.000, 0.002, 0.000, 0.000, 0.001, 0.011, 0.000, 0.000, 0.000, 0.000, 0.000, 0.000, 0.000, 0.000, 0.001, 0.000, 0.000, 0.000, 0.012, 0.000, 0.002, 0.000, 0.000, 0.000, 0.000, 0.000, 0.000]}



Record 2
{"formula": "C30H39DyN3O", "method": "ωB97M-V/def2-TZVPD", "charge": -1, "e_above_lowest_kcal_mol": 0.00, "e_homo_ha": [0.00879, -0.05701], "multiplicity": 6, "s2": 9.768, "species": ["Dy", "O", "N", "N", "N", "C", "C", "C", "C", "C", "C", "C", "C", "C", "C", "C", "C", "C", "C", "C", "C", "C", "C", "C", "C", "C", "C", "C", "C", "C", "C", "C", "C", "C", "C", "H", "H", "H", "H", "H", "H", "H", "H", "H", "H", "H", "H", "H", "H", "H", "H", "H", "H", "H", "H", "H", "H", "H", "H", "H", "H", "H", "H", "H", "H", "H", "H", "H", "H", "H", "H", "H", "H", "H"], "coordinates": [[-0.326, -0.306, 0.152], [-2.556, -0.404, 0.394], [0.346, -2.831, 2.181], [-0.265, -1.225, -3.295], [0.236, -2.271, -1.468], [0.576, 0.278, -4.993], [-1.069, 3.305, -6.627], [-0.289, -3.421, 3.198], [-0.488, -0.137, -4.177], [2.599, -0.202, 2.038], [-0.128, -3.044, 0.908], [0.559, 1.402, 1.857], [-3.965, 0.148, 2.316], [1.720, 0.761, 1.314], [-2.687, 0.340, -2.957], [-2.022, -4.279, 1.751], [-1.790, 1.776, -4.791], [0.518, 2.673, -1.694], [0.302, -3.198, -2.513], [1.849, 1.157, -0.055], [-1.327, -3.766, 0.668], [-0.036, 2.190, 0.813], [-1.634, 0.653, -3.980], [-0.154, -1.024, -1.968], [0.010, -2.543, -3.639], [-1.483, -4.146, 3.037], [-1.277, 3.012, 0.908], [1.899, -0.430, -5.026], [2.937, 0.752, -0.990], [-0.816, 2.137, -5.724], [0.757, 2.025, -0.371], [0.050, 1.225, 3.251], [0.708, -2.452, -0.133], [0.374, 1.408, -5.789], [-3.001, -0.863, 1.718], [-4.835, 0.302, 1.667], [-0.016, -2.876, -4.663], [0.222, 0.202, 3.626], [0.988, 3.669, -1.776], [3.252, -0.287, -0.818], [-1.618, 4.088, -6.092], [2.034, -1.088, 2.379], [-1.647, -3.904, -0.365], [1.168, 1.712, -6.471], [-1.085, 4.025, 1.299], [-2.087, -0.977, 2.318], [-2.804, -0.728, -2.737], [-2.526, 0.878, -2.004], [2.356, -0.585, -4.034], [0.583, -4.218, -2.329], [0.917, 2.063, -2.517], [-1.032, 1.414, 3.322], [1.838, -1.407, -5.532], [3.413, -0.557, 1.392], [-2.706, 2.363, -4.701], [-3.657, 0.713, -3.322], [-0.127, 3.711, -7.005], [0.541, 1.910, 3.965], [1.803, -2.477, -0.006], [2.601, 0.195, -5.595], [3.843, 1.378, -0.899], [2.610, 0.827, -2.036], [-1.741, 3.143, -0.081], [-1.679, 3.012, -7.492], [-2.972, -4.789, 1.599], [-1.940, -4.605, 3.908], [-3.321, -0.516, -0.216], [-2.026, 2.551, 1.570], [-3.486, -1.836, 1.604], [3.067, 0.258, 2.925], [-3.488, 1.119, 2.510], [-0.555, 2.810, -1.885], [0.162, -3.310, 4.194], [-4.307, -0.261, 3.271]], "lowdin_spin": [4.459, -0.033, -0.014, 0.020, 0.023, 0.138, 0.032, -0.004, 0.135, -0.002, -0.042, -0.029, -0.003, -0.021, 0.016, -0.005, 0.086, 0.005, -0.001, -0.015, -0.004, -0.028, 0.038, 0.020, 0.035, -0.003, -0.002, 0.043, 0.004, 0.151, -0.019, -0.010, -0.017, 0.021, -0.032, 0.000, 0.008, -0.003, 0.001, 0.000, 0.009, -0.001, 0.001, -0.001, 0.001, -0.018, 0.006, -0.001, 0.005, -0.001, 0.002, -0.001, 0.020, 0.000, 0.015, 0.002, 0.003, 0.000, 0.000, 0.001, 0.001, 0.001, 0.002, 0.011, 0.000, 0.000, -0.004, -0.001, -0.003, 0.000, -0.001, 0.004, 0.000, -0.001]}



Record 3
{"formula": "C3H5NO2", "method": "ωB97M-V/def2-TZVPD", "e_above_lowest_kcal_mol": 58.93, "e_homo_ha": -0.33251, "species": ["O", "O", "N", "C", "C", "C", "H", "H", "H", "H", "H"], "coordinates": [[1.637, -0.704, -0.742], [-0.211, 0.412, 0.009], [-0.945, 2.173, -1.060], [0.137, 1.426, -0.811], [0.377, -1.547, 1.136], [0.733, -0.609, 0.032], [0.433, -1.007, 2.086], [1.068, -2.386, 1.126], [-0.701, 2.268, -2.042], [-1.873, 1.863, -0.745], [-0.654, -1.889, 1.010]], "nbo_charge": [-0.517, -0.576, -0.830, 0.324, -0.723, 0.801, 0.243, 0.239, 0.424, 0.374, 0.241]}



Record 4
{"formula": "C5H8O", "method": "ωB97M-V/def2-TZVPD", "e_above_lowest_kcal_mol": 88.94, "e_homo_ha": -0.30831, "species": ["O", "C", "C", "C", "C", "C", "H", "H", "H", "H", "H", "H", "H", "H"], "coordinates": [[1.097, -0.743, 1.353], [-0.584, 0.112, 0.025], [-1.899, 0.240, -0.671], [-0.182, -1.099, 0.796], [1.501, 0.469, 1.005], [0.422, 0.995, 0.139], [-1.969, 1.192, -1.203], [-0.860, -1.349, 1.619], [-2.718, 0.194, 0.057], [-2.059, -0.573, -1.387], [3.298, 0.369, -0.447], [0.462, 1.978, -0.318], [3.534, 0.204, -1.138], [-0.043, -1.988, 0.170]], "nbo_charge": [-0.463, 0.073, -0.652, -0.150, 0.235, -0.376, 0.231, 0.217, 0.231, 0.229, 0.015, 0.223, -0.031, 0.219]}



Record 5
{"formula": "C3H4CaO2", "method": "ωB97M-V/def2-TZVPD", "e_above_lowest_kcal_mol": 66.01, "e_homo_ha": -0.24341, "species": ["Ca", "O", "O", "C", "C", "C", "H", "H", "H", "H"], "coordinates": [[1.507, 0.753, -0.078], [1.113, -1.133, -0.115], [-1.508, 0.424, -0.300], [-0.530, 1.517, -0.035], [-1.399, -0.838, 0.029], [-0.154, -1.588, 0.090], [-0.921, -2.062, -0.837], [-0.792, 2.268, -0.796], [-0.291, -2.318, 0.916], [-0.862, 1.950, 0.924]], "mulliken_charge": [1.532, -0.910, -0.106, -1.196, -0.762, 0.255, 0.230, 0.276, 0.406, 0.276]}



Record 6
{"formula": "C38H37BrIN6OPd", "method": "ωB97M-V/def2-TZVPD", "charge": 1, "e_above_lowest_kcal_mol": 6.66, "e_homo_ha": [-0.37307, -0.38331], "multiplicity": 3, "s2": 2.069, "species": ["I", "Pd", "Br", "O", "N", "N", "N", "N", "N", "N", "C", "C", "C", "C", "C", "C", "C", "C", "C", "C", "C", "C", "C", "C", "C", "C", "C", "C", "C", "C", "C", "C", "C", "C", "C", "C", "C", "C", "C", "C", "C", "C", "C", "C", "C", "C", "C", "C", "H", "H", "H", "H", "H", "H", "H", "H", "H", "H", "H", "H", "H", "H", "H", "H", "H", "H", "H", "H", "H", "H", "H", "H", "H", "H", "H", "H", "H", "H", "H", "H", "H", "H", "H", "H", "H"], "coordinates": [[1.848, 0.927, -2.236], [-0.012, -0.720, -0.432], [-5.213, -8.871, -2.966], [-1.587, -2.291, 0.277], [-0.029, -8.415, 0.136], [0.712, 1.164, 1.320], [0.508, -7.333, 0.390], [3.818, -0.054, -0.297], [1.011, -2.630, -0.492], [-1.407, 0.930, -0.415], [4.485, 2.039, -1.260], [-1.146, 2.115, 0.143], [2.792, 4.949, 1.531], [-3.332, -9.586, -0.967], [-1.113, -3.435, 0.312], [-3.909, 5.353, 0.198], [-1.501, -7.607, -1.675], [4.930, -0.036, 0.445], [-2.136, -9.477, -0.281], [0.787, -4.993, -0.109], [4.220, 4.813, 2.068], [-1.244, -8.462, -0.607], [-3.572, 1.730, -1.023], [-0.069, -6.082, 0.285], [0.830, 3.498, 0.842], [1.885, 1.268, 1.922], [3.621, 0.962, -1.105], [-5.640, 3.563, 0.236], [-4.382, 4.070, -0.484], [-4.719, 4.386, -1.948], [-2.078, 3.146, 0.143], [2.595, 2.451, 2.026], [0.183, 2.271, 0.796], [5.860, 0.989, 0.389], [2.858, 5.569, 0.131], [1.992, 5.873, 2.461], [2.077, 3.610, 1.464], [5.632, 2.043, -0.486], [2.854, -4.092, -0.901], [0.276, -3.693, -0.111], [-2.680, -7.738, -2.386], [2.118, -5.185, -0.519], [-2.606, 0.749, -0.979], [2.263, -2.827, -0.871], [-1.880, -4.564, 0.777], [-3.596, -8.713, -2.013], [-3.321, 2.978, -0.451], [-1.374, -5.829, 0.756], [4.264, 2.839, -1.952], [2.545, -6.179, -0.509], [-1.888, -10.162, 0.519], [-1.826, 4.071, 0.638], [2.291, 0.351, 2.335], [-4.517, 1.510, -1.498], [0.976, 6.022, 2.093], [-5.106, 3.511, -2.473], [-2.888, -7.094, -3.229], [6.340, 2.857, -0.569], [-0.773, -6.863, -1.972], [4.234, 4.468, 3.103], [-2.783, -0.229, -1.407], [1.868, 5.794, -0.268], [-6.410, 4.336, 0.218], [-2.882, -4.361, 1.129], [-4.047, -10.353, -0.707], [4.712, 5.785, 2.043], [2.475, 6.850, 2.523], [-3.681, 5.191, 1.254], [-3.026, 5.770, -0.291], [6.744, 0.956, 1.009], [4.813, 4.119, 1.463], [5.072, -0.881, 1.107], [-6.050, 2.673, -0.242], [3.551, 2.442, 2.525], [-5.482, 5.165, -1.991], [-3.838, 4.742, -2.485], [3.883, -4.190, -1.216], [0.377, 4.357, 0.364], [-4.699, 6.102, 0.143], [1.932, 5.456, 3.468], [3.364, 4.901, -0.570], [-5.423, 3.321, 1.278], [2.827, -1.938, -1.138], [3.415, 6.507, 0.170], [-1.972, -6.662, 1.104]], "lowdin_spin": [0.042, 0.816, 0.008, 0.243, 0.110, 0.008, 0.070, 0.000, 0.028, 0.037, 0.002, 0.004, 0.000, -0.001, 0.055, 0.000, 0.025, 0.000, 0.023, 0.008, 0.000, 0.010, 0.002, 0.224, 0.000, 0.001, 0.002, 0.000, 0.000, 0.000, 0.002, 0.000, 0.002, 0.000, 0.000, 0.000, 0.001, 0.000, -0.008, 0.057, -0.005, 0.028, 0.004, 0.031, 0.145, 0.026, -0.002, -0.009, 0.001, 0.003, 0.000, 0.000, 0.000, 0.000, 0.000, 0.000, -0.001, 0.000, 0.003, 0.000, 0.001, 0.000, 0.000, 0.006, 0.000, 0.000, 0.000, 0.000, 0.000, 0.000, 0.000, 0.000, 0.000, 0.000, 0.000, 0.000, -0.001, 0.000, 0.000, 0.000, 0.000, 0.000, 0.002, 0.000, -0.004]}



Record 7
{"formula": "C10H12FN", "method": "ωB97M-V/def2-TZVPD", "e_above_lowest_kcal_mol": 116.64, "e_homo_ha": [-0.29660, -0.28076], "species": ["F", "N", "C", "C", "C", "C", "C", "C", "C", "C", "C", "C", "H", "H", "H", "H", "H", "H", "H", "H", "H", "H", "H", "H"], "coordinates": [[-2.194, 1.934, -0.547], [-0.492, 0.351, 0.785], [3.513, 0.230, -0.344], [-2.010, 0.664, -0.911], [-1.694, -0.245, 0.135], [1.625, 1.361, 0.441], [-1.146, -1.541, -0.526], [2.712, -0.939, -0.455], [-2.847, -0.500, 1.115], [0.772, 0.253, 0.339], [1.418, -0.888, -0.031], [2.915, 1.373, 0.095], [-1.495, 0.714, -1.875], [4.564, 0.381, -0.660], [-3.451, 0.384, 1.441], [-1.826, -1.840, -1.351], [3.050, -1.807, -0.902], [-0.173, -1.420, -1.000], [3.590, 2.341, 0.041], [-3.547, -1.074, 0.450], [-0.709, 1.335, 0.966], [1.044, 2.334, 0.627], [-1.009, -2.380, 0.124], [-2.613, -1.019, 2.041]], "nbo_charge": [-0.350, -0.571, -0.246, 0.259, -0.021, -0.232, -0.605, -0.297, -0.610, 0.046, 0.097, -0.212, 0.151, 0.219, 0.223, 0.217, 0.220, 0.239, 0.221, 0.218, 0.377, 0.198, 0.228, 0.230]}



Record 8
{"formula": "C10H9F12N3O12S4Zn2", "method": "ωB97M-V/def2-TZVPD", "e_homo_ha": -0.34896, "species": ["Zn", "Zn", "S", "S", "S", "S", "F", "F", "F", "F", "F", "F", "F", "F", "F", "F", "F", "F", "O", "O", "O", "O", "O", "O", "O", "O", "O", "O", "O", "O", "N", "N", "N", "C", "C", "C", "C", "C", "C", "C", "C", "C", "C", "H", "H", "H", "H", "H", "H", "H", "H", "H"], "coordinates": [[0.917, -1.368, 3.244], [-4.054, 4.079, -0.381], [1.716, 2.271, -1.543], [-2.060, 3.692, 5.284], [-4.339, -2.275, 0.026], [3.242, -7.266, 2.156], [-4.302, 2.694, 6.496], [2.023, 3.120, -4.115], [-3.746, 4.619, 7.234], [-2.987, -3.602, -1.916], [3.656, 1.863, -3.387], [-2.580, 2.959, 7.741], [-5.104, -3.164, -2.375], [-4.654, -4.731, -1.016], [5.250, -7.303, 0.083], [1.669, 0.899, -3.826], [3.483, -8.454, -0.458], [4.956, -9.148, 1.019], [-3.062, -2.523, 0.689], [-1.535, 2.354, 4.980], [-2.974, 4.078, 4.176], [4.270, -7.115, 3.177], [-1.126, 4.722, 5.715], [2.699, -5.901, 1.946], [2.176, -8.201, 2.420], [0.273, 2.749, -1.732], [-4.546, -0.894, -0.416], [-5.490, -2.676, 0.874], [2.546, 3.309, -0.937], [1.779, 0.984, -0.823], [-3.119, 8.892, -1.818], [0.441, -5.888, -7.572], [4.597, 1.152, 4.880], [5.063, 2.215, 4.887], [-2.919, 9.856, -2.459], [-4.246, -3.531, -1.433], [0.012, -6.866, -7.850], [5.504, 3.618, 4.928], [-3.273, 3.423, 6.805], [-0.552, -8.196, -8.191], [2.334, 1.956, -3.415], [-2.827, 11.119, -3.182], [4.256, -8.065, 0.588], [-0.065, -8.986, -7.619], [-0.177, -8.441, -9.185], [4.889, 4.288, 5.530], [6.518, 3.693, 5.319], [-1.960, 11.764, -3.039], [5.436, 3.922, 3.883], [-2.745, 10.603, -4.139], [-1.626, -8.145, -8.015], [-3.637, 11.847, -3.237]], "nbo_charge": [0.722, 0.641, 2.165, 2.215, 2.218, 2.221, -0.298, -0.324, -0.333, -0.303, -0.294, -0.288, -0.308, -0.303, -0.316, -0.282, -0.312, -0.318, -0.820, -0.836, -0.795, -0.781, -0.829, -0.736, -0.803, -0.766, -0.819, -0.778, -0.811, -0.823, -0.345, -0.330, -0.359, 0.306, 0.296, 0.756, 0.284, -0.722, 0.766, -0.717, 0.801, -0.736, 0.769, 0.253, 0.254, 0.261, 0.255, 0.262, 0.259, 0.259, 0.256, 0.265]}



Computed energy, in the same sequence as the records: -3870.5476; -2291.0048; -322.4804; -270.4162; -944.5990; -4873.4027; -542.6660; -7802.6559 Eh.